[1]
Entry from OMol25: a molecular structure, CH4I2N2 (ωB97M-V with the def2-TZVPD basis set).

As for the HOMO energy (spin up / spin down): -8.4 / -8.3 eV. Its relative energy (zero: lowest compared OMol25 entry of this formula, charge and spin) is 0.647 eV. Its spin multiplicity is 1. As for the HOMO-LUMO gap (spin up / spin down): 7.290 / 7.112 eV.

Last column: Mulliken charge in e.
Atoms and positions in Å:
C  1.1377  -0.1751  -0.1458  -0.73
N  -0.0080  0.5861  0.0552  0.14
N  -1.1184  0.2518  -0.5290  -0.62
I  -1.7222  -1.9647  0.2336  -0.16
I  -2.6465  1.5005  -0.0546  0.24
H  1.6424  -0.1639  0.7485  0.38
H  0.8687  -1.2628  -0.3141  0.19
H  1.8935  0.1342  -0.9094  0.23
H  -0.0473  1.0939  0.9156  0.33

---

[2]
Entry from OMol25: a single C14H16BrN3O4P2 molecule (ωB97M-V with the def2-TZVPD basis set).

As for the HOMO energy: -8.4 eV. Its spin multiplicity is 1. The SMILES is N=[PH2]c1c(CCCC(=O)O)c(CC=O)c2nccnc2c1P(O)Br. As for the HOMO-LUMO gap: 6.583 eV.

Last column: Mulliken charge in e.
Atoms and positions in Å:
N  1.6404  1.1920  2.9988  -0.75
P  0.2903  1.5335  2.1543  0.71
C  -0.0673  0.0179  1.0369  -0.24
C  0.2644  0.0398  -0.5159  0.05
C  0.9296  1.3452  -1.2084  -0.77
C  -0.0363  2.6278  -1.2011  -0.64
C  0.8094  4.0207  -1.0750  -0.40
C  0.2454  4.9868  0.0722  0.42
O  -0.8911  5.5280  0.0603  -0.56
O  1.0549  5.2327  1.2349  -0.47
C  -0.0424  -1.2486  -1.3036  0.05
C  0.3199  -1.2885  -2.8827  -1.13
C  1.8147  -1.9000  -3.0751  0.13
O  2.0759  -2.8328  -3.8807  -0.49
C  -0.6561  -2.5655  -0.6697  0.38
N  -0.8693  -3.6664  -1.5666  -0.43
C  -1.3763  -4.7806  -0.8432  -0.22
C  -1.6977  -4.8030  0.6741  -0.26
N  -1.5257  -3.6908  1.5434  -0.37
C  -0.9733  -2.5664  0.8413  0.26
C  -0.6973  -1.2606  1.6986  0.35
P  -1.0831  -1.1012  3.5560  0.10
O  -1.2063  -2.6366  4.2958  -0.43
Br  -3.1643  -0.1417  3.6703  -0.22
H  1.9339  0.2542  2.6736  0.27
H  -0.7977  1.7135  3.0992  0.08
H  0.5693  2.7157  1.3991  -0.03
H  1.9287  1.5601  -0.6625  0.42
H  1.2281  1.1480  -2.3023  0.29
H  -0.6524  2.7512  -2.1719  0.33
H  -0.7778  2.5685  -0.3369  0.38
H  0.8129  4.6259  -2.0438  0.38
H  1.9163  3.8162  -0.8056  0.30
H  1.9970  5.0300  1.0389  0.36
H  0.1958  -0.2760  -3.3924  0.49
H  -0.3673  -2.0231  -3.4541  0.33
H  2.6585  -1.4251  -2.4422  0.30
H  -1.5810  -5.7409  -1.4412  0.35
H  -2.1063  -5.7725  1.1291  0.35
H  -2.1164  -2.9875  4.0981  0.34

---

no.,DFT total energy (eV)
1,-20280.5511
2,-116050.4083